(1)
A structure of composition C25H24MnN4O2S2, computed with ωB97M-V/def2-TZVPD.

XYZ file:
```
58
Properties=species:S:1:pos:R:3:forces:R:3
Mn -0.2960 -0.9035 0.3604 2.1 2.0 0.2
S -1.4395 -2.9199 -0.1896 -1.6 -0.7 -1.5
S 0.8633 -0.8612 2.6141 -0.4 -0.3 -0.3
O -0.1917 -2.8653 0.6217 0.4 -0.4 0.7
O -1.9073 -4.2060 -0.5779 0.2 0.0 0.2
N 1.1370 -0.4609 -1.3536 0.0 -0.2 0.2
N -1.1679 -1.8233 -1.3272 -0.8 -0.2 1.2
N 3.0121 0.0221 3.7996 -0.1 0.1 -0.2
N 2.5257 1.0536 1.7613 0.1 0.1 -0.1
C -1.9850 3.1294 -0.7013 0.0 0.1 -0.1
C 2.9112 -0.5422 -3.4986 -0.1 0.0 0.1
C 4.3837 1.7779 3.0968 0.0 0.0 0.0
C 3.0468 0.3855 -2.5027 0.1 0.0 -0.1
C 2.1444 0.3787 -1.4279 -0.2 -0.1 0.1
C -2.6147 -1.9680 0.7655 0.2 -0.2 -0.1
C -0.2496 -2.1276 -2.3403 0.6 -0.3 -0.4
C -1.1944 4.3789 -0.2900 -0.1 -0.1 0.0
C -4.3234 -0.3261 2.1647 0.0 0.0 0.0
C -0.4318 -3.0993 -3.2968 -0.2 0.3 0.3
C -0.8066 0.9164 0.2485 -0.5 0.2 -0.1
C 0.9272 -1.3274 -2.3805 0.0 -0.1 -0.2
C 0.5049 -3.2588 -4.3332 0.2 0.0 -0.1
C -4.5079 -0.5156 0.7993 0.0 0.0 0.0
C -1.9985 2.9899 -2.2343 0.0 0.0 0.1
C 2.2123 0.1417 2.6924 -0.1 0.2 -0.1
C -3.4263 3.2197 -0.1812 0.1 0.0 0.0
C 1.8270 -1.4442 -3.4646 -0.2 0.0 0.2
C -3.6510 -1.3331 0.0871 -0.1 0.0 0.0
C -3.2932 -0.9693 2.8335 0.0 0.1 0.0
C 3.5609 1.8400 1.9590 0.0 -0.1 0.1
C -1.3402 1.9310 -0.1566 0.1 -0.1 0.2
C -2.4313 -1.8029 2.1361 0.0 -0.2 0.1
C 1.5960 -2.4414 -4.4362 0.0 -0.1 -0.1
C 4.0736 0.8231 4.0148 0.1 0.1 0.0
H -4.9991 0.3202 2.7088 0.0 0.0 0.0
H 0.3428 -4.0326 -5.0714 0.0 0.0 0.0
H -2.5047 3.8489 -2.6783 0.0 0.0 0.0
H -1.6704 5.2664 -0.7100 0.0 0.0 0.0
H -2.5272 2.0816 -2.5248 0.0 0.0 0.0
H -5.3206 -0.0131 0.2924 0.0 0.0 0.0
H -3.1528 -0.8250 3.8957 0.0 0.0 0.0
H -1.1720 4.4784 0.7955 0.0 0.0 0.0
H -3.9928 2.3378 -0.4820 0.0 0.0 0.0
H 2.2901 -2.5413 -5.2611 0.0 0.0 0.0
H -1.6525 -2.3433 2.6609 0.0 0.0 -0.1
H -3.4456 3.2872 0.9072 0.0 0.0 0.0
H 5.2201 2.4434 3.2382 0.0 0.0 0.0
H 3.6090 -0.5885 -4.3255 0.0 0.0 0.0
H 3.8436 1.1162 -2.5192 0.0 0.0 0.0
H -3.9122 4.1047 -0.5947 0.0 0.0 0.0
H 3.7649 2.5654 1.1778 0.0 0.0 0.0
H 4.6373 0.6667 4.9234 0.0 -0.1 0.0
H -1.3150 -3.7218 -3.2485 0.0 0.0 0.0
H -3.7586 -1.4716 -0.9797 0.0 0.0 0.0
H -0.9827 2.9388 -2.6272 0.0 0.0 0.0
H 2.2367 1.0678 -0.6009 0.0 0.0 0.0
H -0.1697 4.3249 -0.6581 0.0 0.0 0.0
H 2.7648 -0.7003 4.4628 0.0 0.0 0.1
```
Forces are in eV/Å.

## Properties
Maximum force   2.880 eV/Å
Multiplicity   5
Charge   +1
LUMO energy (alpha / beta)   -4.03 / -3.65 eV
HOMO energy (alpha / beta)   -10.83 / -10.85 eV
Gap between HOMO and LUMO (alpha / beta)   6.8 / 7.2 eV

Quick look at the Mulliken charges, all values in e: Mn 0.23; S 1.39; S -0.51; O -0.51; O -0.69; N -0.05; N 0.07; N 0.00; N -0.17; C 1.95; C -0.57; C -0.93; C -1.04; C -0.19; C 0.50; C -0.20; C -1.64; C -0.42; C -0.43; C -0.33; C 0.52; C -0.82; C -0.76; C -1.55; C 0.12; C -1.51; C 0.64; C -0.41; C -0.78; C 0.27; C -0.16; C -0.25; C -0.93; C -0.01; H 0.43; H 0.40; H 0.41; H 0.40; H 0.35; H 0.48; H 0.44; H 0.38; H 0.27; H 0.42; H 0.71; H 0.36; H 0.41; H 0.45; H 0.42; H 0.42; H 0.45; H 0.42; H 0.51; H 0.41; H 0.37; H 0.64; H 0.36; H 0.27

(2)
A structure of composition C25H24N4O2Pd, computed with ωB97M-V/def2-TZVPD.

XYZ file:
```
56
Properties=species:S:1:pos:R:3:forces:R:3
Pd 0.0956 1.0310 0.4158 0.0 -1.1 -0.7
O 1.2247 4.0366 1.9160 0.0 0.0 0.0
O 0.2872 3.3074 1.7581 0.0 0.3 0.1
N -1.4999 0.5639 1.5600 -0.2 0.1 0.2
N 2.0094 1.2361 -0.2145 0.1 0.2 0.0
N 0.9934 -0.0389 1.7890 0.2 0.4 0.4
N -0.6591 0.1434 -1.4906 -0.2 0.5 0.2
C -3.4098 -0.3999 -2.0016 0.0 0.0 0.0
C -2.7291 1.0749 1.4336 0.0 0.0 -0.1
C -2.9714 2.1151 0.3846 0.0 0.0 0.1
C 0.8271 -1.4714 3.6340 -0.1 0.0 0.0
C 2.9091 0.5674 0.5658 0.0 0.1 -0.1
C 1.4043 2.7529 -2.0248 0.0 0.0 0.0
C -2.1785 -0.7231 3.4496 0.0 0.0 0.0
C 2.4238 1.9955 -1.2344 0.0 0.0 0.0
C 1.5368 -1.6036 -1.9760 0.0 0.0 0.0
C -0.1961 -3.1113 -2.9785 -0.1 -0.1 0.0
C 4.2565 0.6259 0.3056 0.0 -0.1 0.1
C 4.7029 1.3967 -0.7644 0.0 0.0 0.0
C -3.7448 0.6708 2.3016 0.0 0.0 0.0
C -1.5180 -3.4203 -3.3123 0.0 0.1 0.0
C -3.4764 -0.2416 3.2967 0.0 0.0 0.0
C 2.3198 -0.1884 1.6874 -0.1 -0.1 0.2
C 3.7860 2.0840 -1.5274 0.0 0.0 0.0
C 2.9662 -1.0057 2.6004 0.0 0.0 -0.1
C -0.9412 -1.0122 -2.0120 0.0 -0.4 -0.4
C 0.2238 -0.6421 2.7025 0.2 -0.1 0.0
C -1.2050 -0.2930 2.5820 -0.1 0.1 0.0
C 2.2035 -1.6393 3.5725 0.0 -0.1 0.0
C 0.1235 -1.9441 -2.3380 0.0 0.2 0.1
C -2.3109 -1.3551 -2.3461 0.1 0.2 0.1
C -2.5530 -2.5415 -2.9880 0.0 -0.1 0.0
H 0.5089 2.1558 -2.1893 0.0 0.0 0.0
H 2.2191 -2.3713 -2.3343 0.0 0.0 0.0
H -3.9699 2.0178 -0.0365 0.0 0.0 0.0
H 4.0352 -1.1558 2.5620 0.0 0.0 0.0
H -1.9356 -1.4093 4.2480 0.0 0.0 0.0
H 4.1016 2.6987 -2.3588 0.0 0.0 0.0
H -1.7399 -4.3454 -3.8260 0.0 0.0 0.0
H -2.9015 3.1065 0.8380 0.0 0.0 0.0
H 0.5936 -3.8059 -3.2357 0.0 0.0 0.0
H -3.2816 0.5526 -2.5208 0.0 0.0 0.0
H -2.2481 2.0502 -0.4275 0.0 0.0 0.0
H 4.9564 0.0885 0.9292 0.0 0.0 0.0
H 1.6510 -1.5300 -0.8908 0.0 0.0 0.0
H 1.8372 -0.6474 -2.4106 0.0 0.0 0.0
H -4.2580 -0.5648 3.9709 0.0 0.0 0.0
H -4.7337 1.0901 2.1784 0.0 0.0 0.0
H 5.7596 1.4598 -0.9860 0.0 0.0 0.0
H -3.4208 -0.1981 -0.9294 0.0 0.0 0.0
H 1.8092 3.0451 -2.9907 0.0 0.0 0.0
H 2.6916 -2.2827 4.2923 0.0 0.0 0.0
H 1.1256 3.6661 -1.4927 0.0 0.0 0.0
H -3.5716 -2.7990 -3.2496 0.0 0.0 0.0
H -4.3776 -0.8118 -2.2789 0.0 0.0 0.0
H 0.2494 -1.9798 4.3922 0.0 0.0 0.0
```
Forces are in eV/Å.

## Properties
Maximum force   1.283 eV/Å
Multiplicity   5
Charge   +2
LUMO energy (alpha / beta)   -6.94 / -7.00 eV
HOMO energy (alpha / beta)   -13.46 / -14.54 eV
Gap between HOMO and LUMO (alpha / beta)   6.5 / 7.5 eV

Quick look at the Mulliken charges, all values in e: Pd 0.31; O -0.15; O 0.16; N 0.67; N 0.78; N 0.13; N -0.16; C -0.91; C 0.74; C -1.40; C -0.68; C 0.29; C -1.40; C -0.88; C 0.64; C -0.90; C -0.79; C -0.76; C -0.84; C -0.86; C -0.85; C -0.63; C 0.61; C -0.78; C -0.72; C 0.11; C 0.32; C 0.67; C -0.88; C 0.87; C 0.87; C -0.75; H 0.16; H 0.47; H 0.49; H 0.50; H 0.48; H 0.53; H 0.41; H 0.35; H 0.45; H 0.33; H 0.21; H 0.50; H 0.04; H 0.24; H 0.47; H 0.55; H 0.47; H -0.03; H 0.48; H 0.46; H 0.30; H 0.44; H 0.43; H 0.48

Values of ΔE to the lowest compared entry with this formula, charge and spin, in order: 18.0 0.0, all in kcal/mol.